(1)
A molecular structure, C24H27B11Br6HfN3O2, computed with ωB97M-V/def2-TZVPD.

Cartesian coordinates (Å):
H (5.17, -2.77, -0.46)
H (6.10, 1.83, -0.23)
H (-3.35, -2.26, 3.09)
B (0.92, 0.85, -3.88)
Br (1.31, -2.09, -2.49)
H (3.42, -2.92, -0.30)
B (2.62, 0.02, -4.25)
H (1.64, 2.79, 0.95)
H (-2.91, -3.27, -3.04)
H (-3.39, -3.02, -1.37)
C (-2.90, -1.21, -2.41)
C (-3.97, 0.54, -3.68)
C (-0.02, -2.46, 3.74)
C (4.31, -2.46, 0.12)
B (-0.22, 0.29, -6.47)
C (3.02, -0.32, 0.53)
C (0.40, -1.87, 2.56)
B (-0.50, 0.39, -4.73)
H (4.43, -2.86, 1.13)
C (2.92, 1.08, 0.61)
H (0.69, 1.33, 0.88)
O (2.78, -1.90, 2.86)
C (-2.58, -1.13, 0.67)
C (1.83, -1.64, 2.18)
N (1.85, -1.04, 0.92)
B (0.41, 1.69, -5.43)
H (2.07, -2.70, -5.27)
H (-1.47, 1.92, -0.09)
C (4.21, -0.96, 0.17)
C (-2.28, -2.16, 2.98)
B (1.62, -1.63, -5.43)
C (0.09, -1.18, -5.62)
C (4.03, 1.85, 0.30)
C (-3.48, 1.50, -2.80)
H (-1.75, -3.04, 4.87)
H (-1.64, 0.48, -4.48)
H (-3.18, 2.28, 0.03)
H (1.67, 1.63, 2.29)
Br (4.04, -0.27, -3.14)
C (-3.68, -0.80, -3.49)
N (-1.72, -0.66, -0.34)
B (1.13, -0.75, -6.89)
H (-4.61, 0.84, -4.50)
H (-2.18, 3.14, -1.14)
H (1.23, -1.39, -7.87)
Br (0.89, 1.69, -2.10)
N (-0.45, -1.45, 1.62)
H (-4.10, -1.55, -4.16)
B (1.42, 1.04, -6.78)
H (-0.86, -1.12, -3.52)
H (-1.69, -2.93, -1.81)
H (-3.74, 2.54, -2.94)
H (0.72, -2.78, 4.46)
C (-2.70, -2.68, -2.15)
H (3.98, 2.93, 0.36)
Br (1.90, 2.02, -8.31)
Br (3.29, 2.95, -4.78)
B (0.29, -0.97, -3.85)
C (-2.71, 1.13, -1.70)
C (-2.35, 2.17, -0.68)
C (-1.38, -2.60, 3.95)
C (5.31, -0.16, -0.08)
C (1.69, 1.73, 1.20)
B (2.12, 1.45, -5.14)
H (-0.68, -1.92, -5.83)
C (-2.40, -0.23, -1.54)
C (-1.77, -1.60, 1.83)
O (-3.77, -1.16, 0.60)
Hf (0.31, -0.57, -0.29)
C (5.22, 1.23, -0.03)
B (2.38, -0.14, -5.85)
Br (-0.41, 3.40, -5.51)
H (-1.14, 0.37, -7.19)
H (6.26, -0.62, -0.32)

The total charge is +3. The highest occupied orbital energy comes out at -0.6137 Eh. For the LUMO energy, the calculation gives -12.27 eV.

(2)
A single C5H13NS molecule, computed with ωB97M-V/def2-TZVPD.

Cartesian coordinates (Å):
H (-1.04, -1.92, -0.52)
H (-1.47, -1.52, -2.18)
C (-1.18, 1.04, -2.02)
H (2.38, -0.21, 0.26)
H (1.14, 0.91, -1.23)
C (1.46, -0.75, 0.05)
H (-1.23, 0.55, -3.01)
H (-2.49, -0.97, -0.88)
C (0.66, -0.79, 1.36)
S (0.50, 0.85, 2.11)
C (-1.45, -1.13, -1.14)
H (-0.82, 0.78, 2.30)
H (1.13, -1.52, 2.00)
H (-0.59, 1.95, -2.03)
N (-0.70, 0.10, -1.03)
H (-2.19, 1.37, -1.77)
H (1.80, -1.75, -0.22)
H (-0.34, -1.17, 1.20)
C (0.74, -0.10, -1.15)
H (0.97, -0.63, -2.08)

The calculation puts the energy relative to the best compared isomer or geometry (same formula, charge and spin) at 77.7 kJ/mol. The highest occupied orbital energy comes out at -0.3081 Eh. For the LUMO energy, the calculation gives 0.95 eV.

(3)
A molecular structure, C2H8N3, computed with ωB97M-V/def2-TZVPD.

Cartesian coordinates (Å):
H (0.56, -0.32, 0.11)
N (-2.19, 0.54, 0.28)
H (0.74, 1.67, 0.65)
H (-3.10, 0.93, 0.13)
H (-2.10, -0.46, 0.31)
H (0.64, -2.23, -0.08)
C (-1.13, 1.34, 0.40)
C (2.19, -1.39, -0.91)
H (2.73, -0.48, -1.12)
N (0.09, 0.92, 0.46)
N (1.09, -1.34, -0.28)
H (-1.35, 2.40, 0.42)
H (2.59, -2.34, -1.25)

The calculation puts the energy relative to the best compared isomer or geometry (same formula, charge and spin) at 120.3 kJ/mol. The total charge is +1. The highest occupied orbital energy comes out at -0.5249 Eh. For the LUMO energy, the calculation gives -3.93 eV.

(4)
A molecular structure, C23H24BrCl2N4O5Zn, computed with ωB97M-V/def2-TZVPD.

Cartesian coordinates (Å):
H (-3.96, 2.42, -4.72)
C (0.01, 0.35, -5.19)
C (0.42, 3.95, 1.33)
Zn (-0.03, -0.72, 0.50)
C (4.73, -0.35, -2.82)
C (-0.76, 1.17, -4.13)
H (0.71, -0.33, -4.71)
C (-1.08, 4.23, 1.30)
H (0.43, 1.97, 1.86)
C (5.22, -0.17, -1.56)
H (2.99, -0.76, -4.03)
H (-4.40, 1.38, -2.48)
N (2.07, -0.33, 0.36)
O (0.17, -4.95, 0.45)
C (1.47, -0.12, 2.72)
C (-3.43, 1.27, -2.94)
C (3.36, -0.58, -3.03)
N (0.18, -2.58, 0.26)
H (5.41, -0.34, -3.67)
C (-3.16, 1.88, -4.23)
H (0.44, 3.67, 3.48)
C (-1.94, 1.87, -4.75)
H (0.70, 4.69, -0.70)
H (-0.38, 0.66, -2.06)
H (1.44, -0.81, -2.11)
C (-2.76, 0.23, -0.79)
H (-1.61, 3.55, 1.97)
H (-0.83, 2.12, -0.12)
C (2.49, -0.58, -1.97)
Br (-1.58, 2.89, -6.31)
Cl (-1.05, -0.66, -6.22)
H (5.84, 0.10, 1.09)
C (1.14, 4.81, 0.29)
C (-2.48, 0.64, -2.24)
H (1.08, 5.86, 0.56)
O (-1.77, -0.16, -0.10)
O (-3.90, 0.41, -0.38)
C (3.87, -0.04, 1.90)
C (0.98, 4.25, 2.72)
N (0.75, 2.54, 1.08)
H (0.53, 1.02, -5.87)
H (-1.50, 4.12, 0.30)
O (1.90, 0.06, 3.86)
H (0.88, 5.31, 2.96)
C (4.34, -0.18, -0.45)
C (4.79, -0.02, 0.89)
H (2.03, 3.97, 2.77)
H (2.19, 4.52, 0.24)
H (6.28, -0.02, -1.39)
H (4.14, 0.07, 2.94)
H (-0.05, 1.96, -3.85)
H (-1.28, 5.26, 1.63)
C (0.17, -3.76, 0.36)
C (2.96, -0.36, -0.66)
C (2.50, -0.18, 1.59)
N (0.17, 1.95, -0.08)
C (-1.12, 0.40, -2.82)
Cl (-0.95, -1.40, -2.97)
H (0.61, 2.36, -0.89)
O (0.25, -0.21, 2.36)

The calculation puts the energy relative to the best compared isomer or geometry (same formula, charge and spin) at 178.9 kJ/mol. The total charge is -1. The highest occupied orbital energy comes out at -0.2278 Eh. For the LUMO energy, the calculation gives 1.97 eV.

(5)
A molecular structure, C27H36N12O9P2SSr, computed with ωB97M-V/def2-TZVPD.

Cartesian coordinates (Å):
C (-14.51, 6.91, -10.93)
C (-13.93, -0.59, -13.00)
H (-12.68, -2.01, -11.85)
C (-16.70, 11.74, -11.28)
H (-15.75, 8.24, -7.37)
C (-14.72, 14.41, -9.51)
O (-16.72, 10.86, -15.84)
C (-15.91, 4.89, -6.61)
H (-11.06, 8.48, -18.02)
H (-13.82, -0.84, -14.09)
H (-21.00, 8.06, -16.46)
H (-16.14, 1.23, -5.40)
C (-16.03, 3.34, -4.76)
N (-15.79, 7.07, -9.14)
C (-16.27, 2.60, -7.09)
C (-17.03, 14.50, -8.75)
H (-14.92, 8.90, -18.43)
N (-15.73, 6.31, -6.71)
H (-18.43, 5.33, -16.63)
H (-13.65, 6.84, -11.60)
C (-17.38, 13.56, -9.71)
H (-17.71, 14.75, -7.92)
H (-14.48, 7.57, -17.41)
O (-15.77, 6.03, -18.64)
H (-17.27, 7.43, -7.69)
O (-13.75, 2.51, -10.65)
C (-12.82, 8.98, -17.21)
H (-18.35, 13.15, -9.76)
H (-14.53, 1.39, -13.63)
H (-16.53, 1.83, -7.79)
H (-11.49, 10.25, -17.50)
P (-12.61, 8.31, -15.57)
H (-11.90, -0.10, -10.24)
N (-15.87, 5.85, -4.55)
H (-13.68, 14.72, -9.43)
P (-16.67, 6.27, -17.50)
O (-11.44, 9.14, -14.62)
O (-12.17, 6.86, -15.85)
H (-16.06, 3.06, -3.71)
N (-15.77, 6.81, -5.38)
C (-15.22, 15.83, -7.60)
C (-16.73, 10.68, -11.98)
H (-17.24, 9.58, -10.64)
H (-13.98, 5.83, -9.07)
N (-14.24, 8.58, -17.55)
N (-17.74, 10.21, -16.17)
Sr (-16.36, 8.68, -13.91)
C (-16.28, 7.86, -10.17)
H (-18.39, 8.26, -10.35)
C (-15.06, 13.46, -10.50)
C (-11.77, 9.34, -18.11)
O (-18.18, 5.69, -17.48)
C (-15.66, 14.91, -8.63)
C (-12.70, -0.08, -10.96)
C (-16.10, 3.89, -7.59)
N (-18.27, 6.70, -14.14)
H (-15.36, 0.87, -12.16)
N (-14.85, 16.53, -6.74)
N (-18.16, 9.19, -15.35)
C (-19.31, 8.47, -15.47)
H (-11.76, -0.91, -12.77)
H (-18.58, 6.29, -13.27)
H (-15.97, 4.03, -8.68)
C (-17.42, 8.73, -9.96)
C (-14.61, 6.52, -9.61)
O (-16.28, 6.55, -16.04)
H (-17.57, 9.02, -8.94)
C (-16.18, 7.28, -7.72)
O (-13.97, 8.29, -14.93)
H (-20.34, 7.08, -14.25)
H (-14.26, 12.98, -11.05)
C (-16.40, 12.96, -10.59)
H (-12.12, 9.53, -19.10)
H (-14.84, 8.95, -16.67)
C (-12.65, -0.98, -12.15)
H (-14.74, -1.31, -12.59)
H (-20.29, 9.63, -16.78)
N (-20.39, 8.82, -16.18)
C (-15.93, 4.65, -5.23)
C (-16.15, 2.29, -5.71)
H (-13.61, -0.19, -10.33)
N (-15.59, 7.68, -11.30)
S (-13.07, 1.61, -11.70)
H (-17.67, 6.04, -14.70)
H (-11.60, 8.99, -13.63)
N (-19.41, 7.30, -14.70)
O (-18.39, 10.53, -17.23)
C (-14.41, 0.82, -12.72)

The calculation puts the energy relative to the best compared isomer or geometry (same formula, charge and spin) at 463.8 kJ/mol. The highest occupied orbital energy (spin up / spin down) comes out at -0.2779 / -0.2339 Eh. For the LUMO energy (spin up / spin down), the calculation gives -1.63 / -1.63 eV.